a.
The following is a DFT calculation (ωB97M-V with the def2-TZVPD basis set) of the ion C3H6N3S2 with charge +1.

Charge ... +1
Kohn-Sham gap ... 8.025 eV
SMILES ... [NH2+]=C1NSN2[C@H](S)[C@@H]12
HOMO ... -12.9354 eV
LUMO energy ... -4.9 eV

Geometry (Å):
C: -1.00 0.02 -0.32
C: 0.21 0.59 0.26
C: 1.50 -0.15 0.05
N: 0.83 -0.27 1.26
N: -1.38 -1.07 0.30
N: -1.62 0.56 -1.30
S: -0.66 -1.52 1.73
S: 3.09 0.72 0.44
H: 0.28 1.59 0.28
H: 1.56 -0.83 -0.88
H: -2.22 -1.49 0.03
H: -1.33 1.44 -1.91
H: -2.55 0.08 -1.61
H: 3.28 0.31 1.66

b.
The following is a DFT calculation (ωB97M-V with the def2-TZVPD basis set) of the ion C3H6N3S2 with charge +1.

Charge ... +1
Kohn-Sham gap (spin up / spin down) ... 8.081 / 6.849 eV
HOMO (spin up / spin down) ... -12.6769 / -12.0210 eV
LUMO energy (spin up / spin down) ... -4.6 / -5.2 eV

Geometry (Å):
C: -0.71 0.74 0.35
C: -0.06 -0.64 0.53
C: 1.16 -0.72 -0.40
N: -1.07 -1.67 0.38
N: -1.92 0.63 0.03
N: 0.06 1.82 0.25
S: -2.33 -1.10 -0.33
S: 2.63 -1.53 0.07
H: 0.35 -0.64 1.52
H: 0.82 -1.06 -1.41
H: -2.50 1.39 -0.33
H: 1.10 1.78 -0.02
H: -0.28 2.69 0.58
H: 2.77 -1.67 -1.22

Stability, descending: a, b

a.
The following is a DFT calculation (ωB97M-V with the def2-TZVPD basis set) of a structure of composition C50H53Ge2MoNO3S6.

Charge ... +2
Kohn-Sham gap ... 5.082 eV
HOMO ... -13.0929 eV
LUMO energy ... -8.0 eV

Geometry (Å):
Mo: -0.36 -2.55 -2.47
C: -5.08 2.10 2.51
C: -3.90 1.24 2.83
C: -2.75 1.78 3.39
C: -1.65 1.00 3.72
C: -0.41 1.62 4.29
C: -1.71 -0.38 3.47
C: -2.86 -0.96 2.91
C: -2.96 -2.43 2.61
C: -3.93 -0.13 2.60
C: -0.53 -1.23 3.80
C: -0.30 -1.63 5.11
C: 0.78 -2.44 5.42
C: 1.65 -2.88 4.42
C: 1.45 -2.49 3.10
C: 0.36 -1.66 2.81
Ge: 0.14 -1.02 1.02
S: -0.57 -2.90 -0.33
S: -1.48 0.41 0.57
Ge: -0.04 1.06 -0.95
S: -0.93 -0.49 -2.71
S: 1.71 -0.07 -0.22
C: 0.00 2.80 -1.77
C: -1.03 3.22 -2.62
C: -0.95 4.49 -3.17
C: 0.12 5.32 -2.87
C: 1.11 4.90 -1.99
C: 1.06 3.63 -1.42
C: 2.07 3.23 -0.41
C: 3.32 2.74 -0.79
C: 3.70 2.55 -2.23
C: 4.25 2.43 0.20
C: 3.97 2.60 1.55
C: 5.01 2.34 2.60
C: 2.71 3.07 1.90
C: 1.75 3.39 0.95
C: 0.42 3.94 1.39
C: -2.21 2.36 -2.89
C: -3.23 2.24 -1.95
C: -3.26 3.03 -0.66
C: -4.33 1.43 -2.24
C: -4.45 0.77 -3.45
C: -5.66 -0.06 -3.77
C: -3.43 0.93 -4.39
C: -2.32 1.71 -4.14
C: -1.25 1.88 -5.18
C: 2.36 -2.99 2.04
C: 2.09 -4.21 1.41
C: 0.92 -5.08 1.78
C: 3.01 -4.70 0.47
C: 4.19 -4.03 0.19
C: 5.23 -4.64 -0.70
C: 4.43 -2.82 0.83
C: 3.55 -2.30 1.76
C: 3.91 -1.06 2.54
H: -4.87 3.15 2.69
H: -5.94 1.81 3.12
H: -5.38 1.98 1.47
H: -2.70 2.85 3.58
H: -0.49 2.71 4.29
H: 0.48 1.34 3.73
H: -0.25 1.31 5.32
H: -2.10 -2.99 2.96
H: -3.08 -2.60 1.54
H: -3.84 -2.85 3.10
H: -4.82 -0.57 2.17
H: -0.98 -1.31 5.88
H: 0.95 -2.75 6.44
H: 2.48 -3.52 4.67
H: -1.74 4.83 -3.82
H: 0.17 6.31 -3.30
H: 1.93 5.56 -1.73
H: 2.86 2.69 -2.91
H: 4.10 1.54 -2.39
H: 4.48 3.25 -2.52
H: 5.23 2.07 -0.09
H: 5.90 1.90 2.18
H: 4.62 1.69 3.38
H: 5.29 3.28 3.08
H: 2.47 3.22 2.95
H: 0.43 4.17 2.45
H: -0.40 3.24 1.21
H: 0.17 4.86 0.85
H: -2.31 3.51 -0.43
H: -3.55 2.40 0.18
H: -4.01 3.82 -0.73
H: -5.13 1.34 -1.51
H: -6.36 -0.07 -2.94
H: -5.38 -1.09 -4.00
H: -6.17 0.34 -4.65
H: -3.51 0.43 -5.35
H: -1.41 1.19 -6.01
H: -0.25 1.70 -4.78
H: -1.25 2.89 -5.59
H: 0.18 -4.55 2.39
H: 1.26 -5.94 2.36
H: 0.42 -5.47 0.90
H: 2.82 -5.66 0.01
H: 4.81 -5.45 -1.31
H: 6.03 -5.07 -0.10
H: 5.68 -3.91 -1.36
H: 5.36 -2.29 0.64
H: 4.82 -0.62 2.15
H: 4.08 -1.31 3.59
H: 3.13 -0.30 2.52
S: 4.04 -2.50 -3.68
C: 2.61 -2.52 -3.13
N: 1.48 -2.51 -2.68
C: -2.16 -5.17 -5.07
S: -1.91 -3.54 -4.49
O: -0.47 -3.16 -4.59
O: -2.85 -2.64 -5.05
O: -1.99 -3.60 -2.93
H: -2.34 -5.10 -6.14
H: -3.05 -5.56 -4.57
H: -1.29 -5.78 -4.85

b.
The following is a DFT calculation (ωB97M-V with the def2-TZVPD basis set) of a structure of composition C50H53Ge2MoNO3S6.

Charge ... +2
Kohn-Sham gap ... 5.709 eV
HOMO ... -13.0645 eV
LUMO energy ... -7.4 eV

Geometry (Å):
Mo: -0.56 1.54 1.27
C: 1.93 8.25 5.03
C: 2.34 7.60 3.75
C: 1.94 8.10 2.52
C: 2.39 7.55 1.32
C: 1.98 8.17 0.00
C: 3.24 6.45 1.36
C: 3.63 5.89 2.58
C: 4.53 4.69 2.64
C: 3.19 6.48 3.76
C: 3.85 5.94 0.10
C: 5.02 6.53 -0.38
C: 5.65 6.08 -1.53
C: 5.13 5.01 -2.26
C: 3.96 4.42 -1.81
C: 3.33 4.89 -0.65
Ge: 1.77 3.77 -0.50
S: 1.74 2.06 0.82
S: -0.72 6.14 1.61
Ge: -1.56 4.72 0.06
S: -0.92 0.63 -0.56
S: -0.06 4.39 -1.56
C: -3.44 4.83 -0.36
C: -4.42 4.10 0.33
C: -5.75 4.30 -0.01
C: -6.10 5.20 -1.01
C: -5.13 5.93 -1.68
C: -3.79 5.75 -1.36
C: -2.70 6.53 -2.00
C: -2.17 6.13 -3.23
C: -2.73 4.95 -3.98
C: -1.10 6.84 -3.76
C: -0.53 7.92 -3.10
C: 0.63 8.67 -3.68
C: -1.09 8.31 -1.88
C: -2.18 7.66 -1.34
C: -2.83 8.19 -0.08
C: -4.04 3.13 1.40
C: -3.95 3.57 2.72
C: -4.34 4.97 3.10
C: -3.50 2.69 3.71
C: -3.09 1.40 3.41
C: -2.71 0.45 4.50
C: -3.17 0.98 2.06
C: -3.74 1.80 1.08
C: -4.03 1.27 -0.30
C: 3.25 3.28 -2.47
C: 3.54 1.94 -2.10
C: 4.61 1.64 -1.09
C: 2.84 0.91 -2.71
C: 1.91 1.16 -3.71
C: 1.16 0.03 -4.36
C: 1.68 2.48 -4.12
C: 2.35 3.54 -3.55
C: 2.17 4.93 -4.08
H: 1.23 9.07 4.86
H: 2.79 8.65 5.56
H: 1.45 7.54 5.71
H: 1.29 8.97 2.49
H: 1.28 8.98 0.16
H: 1.50 7.43 -0.65
H: 2.84 8.56 -0.54
H: 4.02 3.80 2.25
H: 4.84 4.48 3.66
H: 5.43 4.82 2.03
H: 3.53 6.09 4.71
H: 5.44 7.36 0.18
H: 6.56 6.56 -1.86
H: 5.62 4.65 -3.15
H: -6.52 3.74 0.51
H: -7.15 5.35 -1.26
H: -5.40 6.64 -2.45
H: -3.03 4.14 -3.31
H: -2.01 4.55 -4.69
H: -3.62 5.23 -4.55
H: -0.69 6.53 -4.72
H: 1.09 8.12 -4.50
H: 1.40 8.87 -2.92
H: 0.31 9.64 -4.07
H: -0.68 9.18 -1.37
H: -2.41 9.15 0.19
H: -2.73 7.53 0.78
H: -3.91 8.31 -0.22
H: -3.83 5.70 2.48
H: -4.11 5.17 4.14
H: -5.42 5.12 2.95
H: -3.48 3.02 4.74
H: -2.30 0.98 5.36
H: -1.98 -0.28 4.17
H: -3.59 -0.10 4.83
H: -3.02 -0.07 1.84
H: -3.79 0.22 -0.38
H: -3.50 1.83 -1.08
H: -5.10 1.38 -0.51
H: 4.61 2.34 -0.25
H: 5.59 1.73 -1.56
H: 4.51 0.63 -0.70
H: 3.04 -0.11 -2.41
H: 1.42 -0.93 -3.93
H: 1.38 0.00 -5.43
H: 0.08 0.17 -4.26
H: 0.98 2.67 -4.93
H: 1.21 5.03 -4.58
H: 2.95 5.15 -4.80
H: 2.22 5.69 -3.29
S: 0.60 -2.16 3.88
C: 0.22 -0.94 3.02
N: -0.07 0.02 2.33
C: 0.40 4.53 4.92
S: -0.51 4.06 3.47
O: 0.30 5.00 2.38
O: -0.04 2.64 3.26
O: -1.21 3.21 1.00
H: 1.46 4.54 4.67
H: 0.18 3.78 5.68
H: 0.06 5.51 5.23

Stability, descending: a, b

a.
The following is a DFT calculation (ωB97M-V with the def2-TZVPD basis set) of a structure of composition C3H6ORb.

Charge ... +1
Kohn-Sham gap ... 9.670 eV
HOMO ... -13.6039 eV
LUMO energy ... -3.9 eV

Geometry (Å):
Rb: -13.75 -22.49 21.91
C: -15.86 -26.73 22.13
C: -15.76 -25.51 22.99
O: -15.90 -24.39 22.53
C: -15.48 -25.73 24.45
H: -16.68 -27.37 22.45
H: -14.94 -27.30 22.22
H: -16.00 -26.43 21.09
H: -16.03 -25.00 25.04
H: -14.41 -25.59 24.64
H: -15.73 -26.73 24.78

b.
The following is a DFT calculation (ωB97M-V with the def2-TZVPD basis set) of a structure of composition C3H6ORb.

Charge ... +1
Kohn-Sham gap ... 8.713 eV
HOMO ... -12.7892 eV
LUMO energy ... -4.1 eV

Geometry (Å):
C: 2.45 -0.96 -0.21
C: 2.55 0.37 -0.34
C: 1.37 1.29 -0.44
O: 0.35 0.61 -1.16
Rb: -2.27 -0.52 0.27
H: 3.33 -1.60 -0.23
H: 1.48 -1.44 -0.05
H: 3.54 0.83 -0.46
H: 1.00 1.59 0.55
H: 1.56 2.16 -1.19
H: 0.34 1.08 -2.08

Stability, descending: a, b

a.
The following is a DFT calculation (ωB97M-V with the def2-TZVPD basis set) of an isolated molecule of C2H4I2.

Kohn-Sham gap ... 9.899 eV
SMILES ... ICCI
HOMO ... -9.6307 eV
LUMO energy ... 0.3 eV

Geometry (Å):
I: 1.58 1.81 0.40
I: -1.58 -1.91 -0.46
C: 0.59 0.00 0.52
C: -0.57 0.01 -0.47
H: 1.25 -0.80 0.18
H: 0.35 -0.11 1.58
H: -0.21 0.27 -1.46
H: -1.39 0.73 -0.28

b.
The following is a DFT calculation (ωB97M-V with the def2-TZVPD basis set) of a structure of composition C2H4I2.

Kohn-Sham gap (spin up / spin down) ... 8.405 / 7.775 eV
HOMO (spin up / spin down) ... -9.3697 / -8.4417 eV
LUMO energy (spin up / spin down) ... -1.0 / -0.7 eV

Geometry (Å):
C: -0.42 -0.17 0.42
C: -0.26 -0.93 -0.86
I: -1.77 -0.67 -2.34
I: 0.29 -2.99 -0.72
H: -1.21 0.61 0.28
H: -0.84 -0.81 1.28
H: 0.51 0.34 0.95
H: 1.31 0.02 -2.30

Stability, descending: a, b

a.
The following is a DFT calculation (ωB97M-V with the def2-TZVPD basis set) of an isolated molecule of C6H14N2O.

Kohn-Sham gap ... 9.650 eV
SMILES ... CN[C@H](N)C(C)(C)C=O
HOMO ... -8.9075 eV
LUMO energy ... 0.7 eV

Geometry (Å):
C: 2.38 -0.18 -0.30
N: 1.25 -1.07 -0.49
C: 0.09 -0.88 1.41
O: 0.72 -0.45 2.36
H: 1.51 -1.80 -1.14
H: -0.24 -1.94 1.36
H: 2.29 0.33 0.66
H: 2.47 0.59 -1.08
H: 3.29 -0.77 -0.31
C: -0.48 1.49 0.74
C: -2.20 -0.33 0.54
C: -0.71 0.01 0.43
N: -0.05 0.50 -1.97
C: -0.14 -0.45 -0.92
H: -0.89 0.58 -2.53
H: 0.39 1.37 -1.70
H: -0.70 -1.32 -1.28
H: 0.56 1.78 0.60
H: -1.11 2.12 0.10
H: -2.56 -0.04 1.53
H: -2.77 0.21 -0.21
H: -2.36 -1.40 0.41
H: -0.73 1.68 1.78

b.
The following is a DFT calculation (ωB97M-V with the def2-TZVPD basis set) of a cluster of 2 separate species, C6H14N2O in total.

Kohn-Sham gap ... 8.535 eV
HOMO ... -7.8292 eV
LUMO energy ... 0.7 eV

Geometry (Å):
C: -0.68 1.29 0.12
C: 0.86 0.05 -0.60
C: -0.28 -0.75 2.00
C: 0.15 -0.95 -1.49
C: 2.24 -0.48 -0.16
N: -1.72 0.50 0.54
C: -1.62 -0.60 1.45
N: -1.04 2.22 -0.86
O: -2.53 -1.42 1.44
H: -2.53 0.43 -0.06
H: -0.07 1.70 0.91
H: 1.12 0.92 -1.22
H: -1.49 1.83 -1.68
H: -0.31 2.87 -1.11
H: 0.42 -0.53 0.96
H: 0.02 0.09 2.62
H: -0.14 -1.70 2.50
H: 0.79 -1.32 -2.30
H: -0.72 -0.50 -1.99
H: -0.22 -1.79 -0.90
H: 2.91 -0.56 -1.02
H: 2.69 0.17 0.59
H: 2.14 -1.48 0.27

Stability, descending: a, b